DFT (ωB97M-V/def2-TZVPD) results for 14 unconnected molecules or ions with the total composition C28H84O14 at a distorted geometry.

Results
F_max   0.07986 Eh/bohr
Lowest unoccupied orbital energy   0.011 hartree
Total charge   0
ΔE to the lowest compared entry with this formula, charge and spin   68.4 kcal per mole

Each line ends with the Löwdin charge.
CARTESIAN COORDINATES (ANGSTROEM)
C -17.47991 27.00812 16.22499  -0.047
C -16.65789 26.69456 14.93536  -0.293
O -15.35023 27.13835 15.17202  -0.117
H -17.04829 26.45216 17.05728  0.065
H -18.50309 26.66266 16.07714  0.073
H -17.44546 28.07819 16.42959  0.067
H -16.98379 27.17387 14.01225  0.104
H -16.63331 25.64476 14.64311  0.111
H -14.77977 26.93035 14.42845  0.090
C -9.64566 25.91297 19.26119  -0.065
C -9.58786 24.52831 19.94521  -0.333
O -8.70519 24.55618 21.00864  -0.081
H -10.00777 26.68756 19.93720  0.078
H -10.36463 25.90413 18.44198  0.034
H -8.66256 26.09852 18.82854  0.066
H -9.30657 23.72077 19.26929  0.108
H -10.51757 24.23853 20.43488  0.107
H -9.02192 25.09194 21.73956  0.088
C -6.51258 23.35755 16.53282  -0.080
C -6.96343 23.77424 15.15555  -0.321
O -5.76463 23.95849 14.45180  -0.081
H -5.89380 22.46057 16.55816  0.078
H -7.23688 23.22210 17.33603  0.064
H -5.88592 24.10840 17.01411  0.074
H -7.47739 24.73515 15.13125  0.103
H -7.61393 23.06127 14.64896  0.089
H -5.32549 23.11440 14.57935  0.077
C -10.26703 22.82555 14.82298  -0.073
C -11.45022 21.80405 14.93062  -0.289
O -10.92970 20.51695 15.24582  -0.080
H -9.70300 22.54769 13.93260  0.070
H -9.58119 22.74724 15.66655  0.063
H -10.60972 23.85507 14.71937  0.045
H -11.99265 21.77222 13.98570  0.108
H -12.12082 22.16712 15.70945  0.080
H -11.60677 19.91162 15.55687  0.079
C -7.42378 29.03773 17.53427  -0.072
C -6.32273 28.45518 16.60529  -0.321
O -6.80562 27.25437 16.18148  -0.072
H -8.39600 29.20932 17.07227  0.062
H -7.03953 29.96659 17.95579  0.071
H -7.68853 28.48614 18.43636  0.060
H -5.41050 28.45390 17.20189  0.120
H -6.20648 29.16315 15.78470  0.101
H -6.04570 26.83369 15.77263  0.092
C -13.07690 24.84508 9.26274  -0.082
C -11.65015 25.03961 9.78380  -0.318
O -11.77673 25.62950 11.05717  -0.106
H -13.50381 23.94789 9.71095  0.067
H -13.12551 24.71292 8.18187  0.068
H -13.69650 25.67754 9.59620  0.058
H -11.00242 25.62136 9.12798  0.109
H -11.23591 24.04747 9.96315  0.102
H -10.99330 26.14930 11.25120  0.025
C -15.07092 30.42592 15.02674  -0.061
C -14.10875 30.64258 16.17724  -0.289
O -12.81508 30.85124 15.65710  -0.094
H -14.67679 29.65093 14.36937  0.056
H -15.05424 31.33778 14.42980  0.067
H -16.04789 30.12142 15.40212  0.080
H -14.07614 29.71169 16.74336  0.106
H -14.43764 31.44375 16.83909  0.118
H -12.25378 31.25453 16.32335  0.106
C -12.62980 24.77867 16.75165  -0.069
C -13.14416 25.88971 17.75489  -0.314
O -14.53847 25.97345 17.74477  -0.079
H -11.54071 24.74933 16.78511  0.048
H -12.96001 25.12451 15.77213  0.064
H -13.07999 23.79378 16.87585  0.066
H -12.62890 26.84702 17.67643  0.102
H -12.94948 25.43809 18.72764  0.100
H -14.75042 26.45281 16.94047  0.028
C -14.27570 28.56497 11.46340  -0.080
C -14.57792 29.81523 10.66267  -0.324
O -13.44687 30.62655 10.53412  -0.093
H -15.22465 28.05548 11.63081  0.072
H -13.78816 28.91356 12.37383  0.056
H -13.64723 27.93632 10.83260  0.061
H -15.24688 30.41778 11.27710  0.103
H -14.98730 29.53852 9.69110  0.116
H -12.97118 30.82549 11.34390  0.021
C -10.22288 29.34266 10.87181  -0.074
C -9.16796 28.31844 10.57466  -0.275
O -9.50420 27.21604 11.42527  -0.105
H -9.93378 30.31899 10.48286  0.085
H -10.34468 29.52157 11.94011  0.060
H -11.22361 29.05580 10.54877  0.069
H -8.16910 28.73962 10.68861  0.081
H -9.20060 27.98210 9.53837  0.114
H -9.21884 27.38421 12.32632  0.033
C -5.72635 27.39415 11.74463  -0.084
C -4.77793 28.51795 12.06006  -0.289
O -4.70904 28.72117 13.49616  -0.100
H -5.35400 26.41639 12.05030  0.079
H -5.86248 27.40694 10.66324  0.083
H -6.66219 27.53036 12.28662  0.058
H -5.00062 29.45114 11.54269  0.104
H -3.77993 28.17821 11.78318  0.108
H -4.52735 27.86436 13.88919  0.069
C -11.21872 28.01132 14.60000  -0.043
C -10.09250 27.02895 14.90147  -0.278
O -8.92319 27.39137 14.15709  -0.097
H -11.34840 27.82631 13.53367  0.068
H -10.88942 29.04623 14.69280  0.069
H -12.11492 27.83793 15.19570  0.066
H -10.33616 25.97950 14.73596  0.090
H -9.79240 27.06526 15.94872  0.101
H -8.21375 27.26972 14.79230  0.041
C -8.29890 31.23473 13.79379  -0.074
C -7.27356 30.85685 12.75908  -0.317
O -7.15935 31.84861 11.74263  -0.065
H -9.33688 31.27676 13.46375  0.057
H -8.07757 32.18898 14.27182  0.079
H -8.35684 30.57052 14.65609  0.058
H -7.39996 29.85794 12.34159  0.084
H -6.34743 30.83878 13.33359  0.099
H -6.66394 31.50408 10.99599  0.073
C -12.12105 33.73899 13.70501  -0.074
C -12.93221 32.78649 12.81322  -0.272
O -12.44607 31.44641 13.00509  -0.127
H -11.08206 33.74775 13.37560  0.077
H -12.27184 33.62658 14.77867  0.065
H -12.49225 34.73891 13.48037  0.069
H -12.77139 33.06166 11.77086  0.117
H -13.99798 32.80395 13.04111  0.102
H -12.55348 31.24010 13.93649  0.022


DFT (ωB97M-V/def2-TZVPD) results for a molecular structure, C22H44F3GaIO12S at a distorted geometry.

Results
F_max   0.02229 Eh/bohr
Lowest unoccupied orbital energy   0.076 hartree
Total charge   -1

Each line ends with the Löwdin charge.
CARTESIAN COORDINATES (ANGSTROEM)
C 1.64595 -3.41032 -0.05044  -0.124
O 2.28632 -2.40469 -0.79770  -0.187
C 1.47137 -1.68641 -1.71684  -0.210
C 1.28345 -0.22223 -1.31296  -0.161
C -0.08133 0.07993 -0.68832  -0.205
C -0.25018 -0.56960 0.67281  -0.193
C -1.59522 -0.36553 1.36394  -0.211
C -2.00380 1.09828 1.52307  -0.217
C -2.78928 1.71682 0.37546  -0.293
C -4.08166 0.98424 -0.02474  -0.307
Ga -3.93139 -0.43347 -1.44761  -0.039
I -3.54406 0.55899 -3.80376  0.216
S -6.05439 -1.52692 -1.43326  0.571
O -7.07363 -0.53753 -1.11593  -0.406
O -6.29428 -2.32706 -2.62267  -0.415
C -6.16275 -2.75787 -0.01341  -0.654
F -5.47915 -2.30031 1.07517  0.077
F -5.63523 -3.94979 -0.37765  0.093
F -7.45601 -2.95354 0.33858  0.097
H 1.51230 -3.09133 0.98369  0.074
H 0.67386 -3.68030 -0.45457  0.086
H 2.26960 -4.30141 -0.03931  0.079
H 1.98419 -1.71289 -2.67746  0.113
H 0.50549 -2.16616 -1.86170  0.119
H 1.35342 0.37168 -2.22210  0.108
H 2.08023 0.06038 -0.63278  0.091
H -0.15564 1.15986 -0.58555  0.105
H -0.84817 -0.23210 -1.39226  0.074
H -0.03560 -1.63409 0.62060  0.087
H 0.51975 -0.15014 1.32549  0.112
H -2.37947 -0.94337 0.88603  0.056
H -1.49305 -0.79346 2.36313  0.103
H -2.58655 1.18947 2.43807  0.101
H -1.08718 1.66788 1.68757  0.104
H -2.17270 1.87512 -0.50476  0.078
H -3.08214 2.71389 0.71029  0.097
H -4.74843 1.72884 -0.45708  0.043
H -4.61222 0.59145 0.84139  0.051
H -2.84461 -1.56788 -1.20644  -0.052
C 2.91392 -0.64726 6.31823  -0.060
C 2.56734 -1.78191 5.37776  -0.215
O 2.42367 -1.32196 4.02953  0.035
C 3.56271 -1.14668 3.36125  -0.617
O 4.66864 -1.37817 3.77632  0.120
O 3.25983 -0.69153 2.15397  0.002
C 4.38045 -0.43177 1.30672  -0.029
H 2.18337 0.15749 6.22750  0.075
H 2.91922 -1.00117 7.34940  0.078
H 3.89725 -0.23880 6.08876  0.076
H 1.59971 -2.20899 5.63422  0.122
H 3.31148 -2.57664 5.41879  0.121
H 5.02427 -1.30410 1.22804  0.100
H 4.94523 0.42079 1.68270  0.097
H 3.97159 -0.19966 0.32986  0.075
C 2.33441 6.16874 3.49745  -0.065
C 2.89375 4.84866 3.98207  -0.214
O 2.19216 4.36954 5.13816  0.034
C 1.03072 3.77033 4.87780  -0.620
O 0.55474 3.58695 3.79262  0.130
O 0.49162 3.38756 6.03428  0.001
C -0.77458 2.73485 5.89235  -0.035
H 2.32505 6.89806 4.30847  0.080
H 2.94397 6.55839 2.68227  0.079
H 1.31387 6.04937 3.13657  0.077
H 3.92595 4.96528 4.30723  0.120
H 2.86725 4.09306 3.19788  0.123
H -0.70971 1.90912 5.18771  0.094
H -1.53004 3.44430 5.55972  0.099
H -1.03360 2.35884 6.87755  0.091
C 1.29361 0.22101 -9.10148  -0.067
C 1.69050 -1.14726 -8.58930  -0.223
O 0.98914 -1.48401 -7.38887  0.034
C -0.25695 -1.93090 -7.56634  -0.619
O -0.79105 -2.11021 -8.63001  0.117
O -0.78017 -2.16885 -6.37508  0.009
C -2.13687 -2.63148 -6.39375  -0.034
H 1.42158 0.97001 -8.31955  0.081
H 1.91096 0.49698 -9.95706  0.076
H 0.24964 0.23148 -9.41118  0.076
H 2.74396 -1.16150 -8.31458  0.119
H 1.52479 -1.91772 -9.34190  0.120
H -2.23869 -3.50014 -7.04067  0.092
H -2.80231 -1.83549 -6.71946  0.092
H -2.38016 -2.90310 -5.37193  0.094


DFT (ωB97M-V/def2-TZVPD) results for a single C5H6O2 molecule.

Results
F_max   0.01022 Eh/bohr
Lowest unoccupied orbital energy   0.029 hartree
SMILES   C#C[C@H](C=O)CO
Total charge   0
ΔE to the lowest compared entry with this formula, charge and spin   61.9 kcal per mole

Each line ends with the Löwdin charge.
CARTESIAN COORDINATES (ANGSTROEM)
C -0.77294 2.49076 0.44993  0.134
C -0.37498 1.44929 -0.00409  -0.111
C 0.05667 0.16570 -0.56148  -0.257
C -1.10751 -0.83122 -0.53908  -0.218
O -1.74851 -1.05253 0.45779  0.073
C 1.21352 -0.49848 0.25769  -0.203
O 1.01126 -1.88582 0.41132  -0.062
H -1.14643 3.40410 0.85958  0.031
H 0.37756 0.31189 -1.59996  0.142
H -1.29523 -1.38488 -1.47767  0.135
H 1.31153 0.00395 1.22671  0.126
H 2.15642 -0.38917 -0.28225  0.124
H 0.27020 -2.00106 1.02368  0.086


Number 1: E_tot -59058.8067 eV. Number 2: E_tot -127565.5120 eV. Number 3: E_tot -9374.4118 eV.